[1]
This record from the Open Molecules 2025 dataset describes a single C31H40O2 molecule. The level of theory is ωB97M-V/def2-TZVPD.

Atoms and positions in Å:
C -2.9769 -3.5588 2.8522
C -2.2276 -2.6190 1.9511
C -2.3003 -1.1813 2.3762
C -1.5972 -3.0604 0.8683
C -0.8235 -2.2681 -0.1342
C -1.3925 -2.4033 -1.5605
C -2.6420 -1.5810 -1.7281
C -3.9142 -2.2566 -1.3173
C -2.5676 -0.3377 -2.1909
C -3.7024 0.6239 -2.3863
C -3.2438 2.0797 -2.4697
C -2.7448 2.6987 -1.1863
C -2.6362 4.1953 -1.2718
C -2.4202 1.9912 -0.1102
C -1.9147 2.5426 1.1908
C -0.4037 2.8544 1.1758
C 0.4482 1.6216 1.0210
C 0.7918 1.2550 -0.3896
C 0.8569 0.9494 2.0928
C 1.7226 -0.2830 2.1068
C 2.9479 -0.1690 1.2454
C 3.8550 0.8198 1.4075
C 3.7292 1.8525 2.4785
C 5.0416 0.9481 0.5349
O 5.8814 1.8129 0.7143
C 5.1550 -0.0174 -0.5797
C 6.1966 0.1104 -1.4929
C 6.3247 -0.7857 -2.5398
C 5.4154 -1.8231 -2.6801
C 4.3803 -1.9634 -1.7725
C 4.2398 -1.0642 -0.7202
C 3.1321 -1.2383 0.2416
O 2.4148 -2.2246 0.2117
H -2.5288 -3.5681 3.8460
H -4.0114 -3.2320 2.9601
H -2.9701 -4.5736 2.4620
H -3.2476 -0.7470 2.0524
H -1.4918 -0.5891 1.9592
H -2.2562 -1.1103 3.4620
H -1.6218 -4.1242 0.6590
H -0.8044 -1.2109 0.1259
H 0.2061 -2.6387 -0.1429
H -0.6328 -2.0608 -2.2663
H -1.6024 -3.4545 -1.7677
H -3.7698 -2.7729 -0.3700
H -4.1916 -3.0005 -2.0652
H -4.7367 -1.5544 -1.2184
H -1.5984 0.0414 -2.4910
H -4.4356 0.5275 -1.5824
H -4.2154 0.3773 -3.3231
H -4.0815 2.6859 -2.8293
H -2.4527 2.1624 -3.2240
H -3.6018 4.6272 -1.5354
H -2.3032 4.6392 -0.3398
H -1.9298 4.4711 -2.0554
H -2.5048 0.9151 -0.1459
H -2.4474 3.4624 1.4439
H -2.1079 1.8200 1.9853
H -0.1918 3.5420 0.3554
H -0.1559 3.3543 2.1155
H 1.6111 1.8806 -0.7492
H -0.0705 1.4293 -1.0305
H 1.0936 0.2156 -0.4788
H 0.5462 1.3006 3.0684
H 1.1524 -1.1546 1.7713
H 2.0338 -0.4751 3.1375
H 4.6438 2.4390 2.5250
H 3.5452 1.3857 3.4448
H 2.8921 2.5162 2.2663
H 6.8971 0.9218 -1.3621
H 7.1349 -0.6774 -3.2453
H 5.5156 -2.5238 -3.4956
H 3.6650 -2.7677 -1.8606

Atomic forces in eV per Å
C 0.1 0.0 -0.2
C -0.1 -0.1 0.2
C 0.1 -0.1 -0.2
C 0.1 0.1 0.1
C 0.1 -0.3 -0.1
C 0.1 0.3 0.1
C 0.1 -0.1 -0.1
C 0.0 0.2 0.0
C -0.2 -0.1 -0.1
C 0.0 0.1 -0.1
C -0.1 -0.2 0.2
C -0.1 0.1 -0.3
C 0.0 -0.2 0.2
C -0.1 0.0 0.2
C 0.2 0.3 -0.1
C -0.2 -0.1 0.3
C 0.0 0.1 0.1
C 0.1 -0.1 0.1
C -0.1 0.0 0.0
C -0.1 0.0 -0.1
C 0.2 0.3 0.4
C -0.5 -0.2 0.3
C 0.1 0.1 0.0
C 0.3 0.1 -0.1
O -0.3 -0.3 -0.1
C 0.2 -0.3 -0.4
C 0.0 0.1 0.1
C 0.0 0.0 0.0
C 0.0 0.0 0.0
C -0.1 0.0 0.1
C 0.4 0.0 -0.4
C 0.0 -0.3 -0.1
O 0.3 0.4 0.0
H 0.0 0.0 0.1
H -0.1 0.0 0.1
H 0.0 -0.1 0.0
H -0.1 0.1 0.0
H 0.0 0.1 0.0
H 0.0 0.1 0.1
H -0.1 -0.2 0.0
H 0.1 0.1 0.0
H -0.1 0.1 0.0
H 0.0 -0.1 0.0
H 0.1 -0.1 -0.1
H -0.1 -0.1 0.0
H -0.1 -0.1 0.0
H -0.1 0.0 0.0
H 0.2 0.0 0.0
H -0.1 0.0 0.0
H -0.1 0.0 0.1
H 0.1 0.0 -0.1
H 0.0 0.1 -0.1
H 0.0 0.1 0.0
H 0.1 0.1 0.1
H 0.0 0.1 -0.1
H -0.1 -0.2 -0.1
H 0.0 0.0 0.1
H 0.0 0.0 0.1
H 0.0 0.1 0.0
H 0.1 0.0 0.0
H 0.1 0.1 -0.1
H 0.0 0.0 -0.1
H 0.0 -0.1 -0.1
H -0.1 0.2 0.1
H 0.1 0.0 0.1
H 0.0 -0.1 0.0
H 0.0 0.0 0.1
H -0.1 0.0 0.1
H 0.0 0.1 0.0
H 0.0 0.0 0.0
H 0.1 0.0 -0.1
H 0.0 -0.1 -0.1
H 0.0 0.0 0.0

Results
Strongest force on any atom, hartree/bohr: 0.0112
ΔE to the lowest compared entry with this formula, charge and spin, kcal per mole: 5.3
Net charge: 0

---

[2]
This record from the Open Molecules 2025 dataset describes a molecular structure, C31H41Cl2MnN2O6SSi in a non-equilibrium geometry. The level of theory is ωB97M-V/def2-TZVPD.

Atoms and positions in Å:
Mn -0.0329 0.8559 -0.3376
S -0.2644 -1.4190 -1.5480
C 1.3588 -0.9907 -1.9573
C 2.2613 -1.8443 -2.5994
C 3.5383 -1.3913 -2.8468
C 3.8974 -0.0981 -2.4669
C 2.9592 0.6800 -1.8277
N 1.7224 0.2439 -1.5662
H 1.9387 -2.8407 -2.8652
H 4.2561 -2.0363 -3.3372
H 4.8868 0.2873 -2.6668
H 3.1892 1.6858 -1.4981
Cl -0.1706 3.9214 -5.3227
C -0.1302 2.2057 -5.5691
C 1.0572 1.6320 -5.9700
C 1.1200 0.2706 -6.2030
C -0.0110 -0.4996 -6.0183
C -1.2054 0.0743 -5.6173
Cl -2.5526 -1.0071 -5.4555
C -1.3194 1.4637 -5.3768
N -2.4646 2.1547 -5.0594
C -3.7279 1.6655 -4.6047
C -4.7500 1.6123 -5.5446
C -6.0170 1.1819 -5.1974
C -6.2840 0.8438 -3.8822
C -5.2760 0.9208 -2.9375
C -3.9823 1.3142 -3.2697
C -2.9260 1.2236 -2.1983
C -1.9214 2.3732 -2.0483
O -2.1663 3.5045 -2.3780
O -0.8052 2.0463 -1.4103
H 1.9259 2.2600 -6.1133
H 2.0446 -0.1858 -6.5255
H 0.0143 -1.5664 -6.1941
H -2.2953 3.1090 -4.7798
H -4.5236 1.8926 -6.5649
H -6.7905 1.1033 -5.9501
H -7.2753 0.5229 -3.5895
H -5.4915 0.6666 -1.9059
H -2.3529 0.3050 -2.3425
H -3.4232 1.1491 -1.2266
C -1.3677 -2.4203 1.7290
C -1.3382 -2.0901 3.2175
C -2.7602 -2.0236 3.7660
C -0.5231 -3.1362 3.9776
O -0.7650 -0.7985 3.4361
Si 0.5591 -0.0530 2.8624
O 0.3680 0.4108 1.3131
O 1.8575 -1.0239 3.1035
C 3.0449 -1.2859 2.3484
C 3.9963 -2.0109 3.2924
C 3.6771 0.0167 1.8571
C 2.6893 -2.1799 1.1636
O 0.6921 1.3504 3.6723
C 0.9884 1.6010 5.0585
C 2.4954 1.4632 5.2780
C 0.2396 0.6363 5.9769
C 0.5435 3.0352 5.3224
H -1.9361 -3.3344 1.5554
H -0.3561 -2.5554 1.3440
H -1.8302 -1.6018 1.1744
H -3.2323 -3.0048 3.7064
H -3.3494 -1.3090 3.1897
H -2.7430 -1.6994 4.8068
H -0.9290 -4.1336 3.8041
H -0.5485 -2.9235 5.0475
H 0.5138 -3.1048 3.6450
H 4.2484 -1.3725 4.1402
H 4.9130 -2.2842 2.7681
H 3.5246 -2.9179 3.6717
H 3.9074 0.6677 2.7018
H 2.9820 0.5381 1.2003
H 4.5944 -0.1947 1.3065
H 2.3249 -3.1485 1.5103
H 3.5555 -2.3345 0.5183
H 1.9020 -1.6985 0.5897
H 2.8081 0.4519 5.0193
H 2.7445 1.6589 6.3216
H 3.0320 2.1724 4.6456
H 0.6039 -0.3813 5.8281
H -0.8241 0.6506 5.7428
H 0.3866 0.9206 7.0191
H 1.0485 3.7082 4.6290
H 0.7837 3.3265 6.3452
H -0.5323 3.1216 5.1666

Atomic forces in eV per Å
Mn 0.2 -1.8 -1.0
S -0.3 0.8 0.6
C -0.1 0.2 0.1
C 0.0 0.0 0.0
C -0.1 0.1 0.0
C 0.1 0.0 -0.1
C 0.1 0.0 0.0
N 0.2 0.2 0.2
H 0.0 0.0 -0.1
H 0.0 0.0 0.0
H 0.0 0.0 0.0
H 0.0 0.0 0.0
Cl 0.0 0.2 0.0
C -0.1 -0.2 0.0
C 0.0 0.1 0.0
C 0.1 -0.1 0.0
C 0.0 0.0 0.0
C 0.1 0.4 0.1
Cl -0.2 0.0 0.1
C 0.1 -0.3 -0.1
N 0.0 0.0 0.3
C -0.1 -0.2 0.1
C 0.0 0.0 0.0
C -0.1 0.0 -0.1
C -0.1 0.0 0.0
C 0.1 0.1 0.1
C 0.1 0.2 -0.2
C 0.5 0.1 -0.3
C -1.0 0.0 -0.1
O 0.2 -0.1 -0.1
O -0.1 0.6 -0.4
H 0.0 0.0 0.0
H 0.0 0.0 0.0
H 0.0 0.0 0.0
H 0.1 0.0 0.0
H 0.0 0.0 0.0
H 0.0 0.1 0.0
H 0.0 0.0 0.0
H 0.0 0.0 0.0
H 0.0 -0.1 0.0
H 0.1 -0.1 0.0
C 0.1 0.2 0.1
C -0.1 -0.3 0.0
C 0.2 0.1 0.0
C 0.0 0.2 0.0
O -0.1 -0.1 0.0
Si 0.0 0.1 0.0
O 0.3 -0.2 0.5
O -0.2 0.0 -0.1
C 0.2 -0.1 -0.1
C -0.1 0.1 0.0
C -0.2 -0.1 0.2
C 0.0 0.1 0.2
O 0.1 0.0 0.2
C 0.1 0.1 0.1
C -0.2 0.0 -0.1
C 0.0 0.0 -0.3
C 0.0 -0.2 -0.1
H 0.0 0.0 0.0
H 0.0 0.0 -0.1
H -0.1 -0.1 0.0
H 0.0 0.0 0.0
H 0.0 0.0 0.0
H 0.0 0.0 0.0
H 0.0 0.0 0.0
H 0.0 0.0 0.0
H 0.0 -0.1 0.0
H 0.0 0.0 0.0
H 0.0 0.0 0.0
H 0.0 0.0 0.0
H 0.0 0.0 0.0
H 0.0 0.1 -0.1
H 0.0 0.0 0.0
H 0.0 0.0 0.0
H 0.0 0.0 0.0
H -0.1 0.0 -0.2
H 0.1 0.0 0.0
H 0.0 0.0 0.0
H 0.0 0.0 0.0
H 0.0 0.0 0.1
H 0.0 0.0 0.1
H 0.0 0.0 0.0
H 0.0 0.0 0.0
H 0.0 0.0 0.0
H 0.0 0.0 0.0

Results
Strongest force on any atom, hartree/bohr: 0.0399
2S+1: 5
Energy, a.u.: -4526.1836
Net charge: 0

---

> net charge of number 1 (C31H40O2)?

0